--- 1 ---
Molecular formula: C8H15N4O2
Method: DFT, the ωB97M-V functional and the def2-TZVPD basis

The geometry in ORCA input format:
```
! wB97M-V def2-TZVPD RIJCOSX def2/J DEFGRID3
* xyz 1 1
O 2.394 -0.827 -0.525
C 2.343 -0.374 -1.864
C 0.922 -0.207 -2.409
C 0.069 0.732 -1.522
C -1.282 0.161 -1.246
C -1.650 -0.305 -0.008
C -2.923 -0.867 0.164
N -3.809 -0.986 -0.800
N -3.426 -0.512 -1.967
C -2.254 0.038 -2.242
H 2.003 -0.183 0.081
H 2.831 -1.146 -2.462
H 2.932 0.540 -2.004
H 0.459 -1.198 -2.440
H 0.964 0.179 -3.428
H 0.544 0.895 -0.554
H -0.032 1.695 -2.026
H -0.960 -0.231 0.826
H -3.238 -1.237 1.131
H -4.119 -0.612 -2.703
H -2.088 0.376 -3.258
C 1.281 0.638 3.162
O 1.288 0.949 1.974
N 1.382 1.569 4.145
N 1.180 -0.657 3.576
H 1.389 1.343 5.122
H 1.468 2.529 3.865
H 1.143 -1.371 2.872
H 1.186 -0.929 4.541
*
```

## Properties
Molecular weight ... 199.2 g mol⁻¹
LUMO ... -4.772 eV


--- 2 ---
Molecular formula: C8H15N4O2
Method: DFT, the ωB97M-V functional and the def2-TZVPD basis

The geometry in ORCA input format:
```
! wB97M-V def2-TZVPD RIJCOSX def2/J DEFGRID3
* xyz 1 1
C 0.207 -0.016 1.706
C 0.296 -0.306 0.136
C 0.279 -1.881 -0.050
N -0.960 -2.527 0.540
C 1.364 0.417 -0.574
C 2.371 1.302 -0.015
C 2.752 -0.067 -0.441
N -0.913 0.412 -0.389
C -2.144 0.012 -0.831
O -2.566 -1.139 -0.907
N -2.827 1.136 -1.196
N -2.036 2.239 -0.850
C -0.877 1.881 -0.310
O 0.079 2.547 0.109
H 0.638 0.996 1.876
H -0.852 0.089 1.982
H 0.713 -0.663 2.423
H 1.071 -2.151 0.544
H 0.411 -2.112 -1.027
H -1.794 -2.159 -0.091
H -1.025 -2.063 1.520
H -0.771 -3.533 0.396
H 1.038 0.593 -1.646
H 2.462 1.349 1.013
H 2.805 2.199 -0.479
H 3.257 -0.303 -1.307
H 3.051 -0.634 0.391
H -3.580 1.243 -1.770
H -2.450 3.136 -0.754
*
```

## Properties
Molecular weight ... 199.2 g mol⁻¹
LUMO ... -2.908 eV
Structure (SMILES) ... C[C@](C[NH3+])(C1CC1)n1c(=O)[nH][nH]c1=O


--- 3 ---
Molecular formula: C8H15N4O2
Method: DFT, the ωB97M-V functional and the def2-TZVPD basis

The geometry in ORCA input format:
```
! wB97M-V def2-TZVPD RIJCOSX def2/J DEFGRID3
* xyz 1 1
C 1.217 -1.994 -0.056
C 0.576 -2.050 -1.394
C 0.314 -0.708 -2.252
C -1.707 2.309 1.106
C -0.488 2.971 0.395
C -1.651 0.805 0.619
C 0.259 1.844 -0.299
C -0.786 -0.164 -1.348
N -0.725 0.829 -0.505
N 0.443 -1.668 1.028
N -0.838 -1.451 1.138
N 2.472 -2.368 0.295
O 1.232 -1.407 2.204
O -1.118 -0.103 1.605
H 1.144 -2.578 -2.146
H -0.405 -2.613 -1.085
H 1.294 -0.143 -2.312
H 0.051 -1.082 -3.170
H -1.566 2.365 2.278
H -2.714 2.564 0.889
H -0.919 3.584 -0.282
H 0.261 3.467 1.138
H 0.892 -0.830 2.878
H -2.761 0.594 0.498
H 0.792 2.324 -1.073
H 0.961 1.423 0.289
H -1.762 -0.779 -1.309
H 2.904 -2.906 -0.421
H 2.630 -2.236 1.292
*
```

## Properties
Molecular weight ... 199.2 g mol⁻¹
LUMO (spin up / spin down) ... -3.791 / -3.791 eV


Of them, 3 has the lowest stability.


--- 1 ---
Molecular formula: C3H9O3P
Method: DFT, the ωB97M-V functional and the def2-TZVPD basis

The geometry in ORCA input format:
```
! wB97M-V def2-TZVPD RIJCOSX def2/J DEFGRID3
* xyz 0 1
C -1.614 -0.904 -0.186
C -1.612 0.510 0.480
C 2.107 0.002 -0.208
O 1.839 -0.330 1.109
O 2.190 -1.100 -1.075
O -0.430 1.245 0.412
P 0.408 1.723 -0.957
H -1.250 -0.805 -1.144
H -1.110 -1.671 0.318
H -2.579 -1.435 -0.158
H -1.932 0.415 1.511
H -2.403 0.983 -0.101
H 3.113 0.424 -0.396
H 0.859 -0.039 1.182
H 1.717 -1.882 -0.650
H 0.697 2.864 -0.137
*
```

## Properties
Molecular weight ... 124.1 g mol⁻¹
LUMO ... 0.222 eV


--- 2 ---
Molecular formula: C3H9O3P
Method: DFT, the ωB97M-V functional and the def2-TZVPD basis

The geometry in ORCA input format:
```
! wB97M-V def2-TZVPD RIJCOSX def2/J DEFGRID3
* xyz 0 1
C -0.604 1.274 -2.189
C -0.577 -2.163 -0.328
C 0.167 1.142 2.205
O 1.755 0.559 -0.975
O -0.253 -1.111 -1.232
O 0.564 0.041 1.486
P 0.153 0.339 -0.958
H -1.539 0.852 -2.338
H -0.356 2.267 -2.272
H -0.643 -3.148 -0.923
H -1.316 -1.912 0.354
H 0.348 -2.389 0.157
H 0.413 1.933 1.639
H 0.543 1.056 3.224
H -0.957 1.150 2.445
H 2.300 0.109 -0.294
*
```

## Properties
Molecular weight ... 124.1 g mol⁻¹
LUMO (spin up / spin down) ... -0.784 / -0.783 eV


Of them, 2 has the lowest stability.


--- 1 ---
Molecular formula: C2H2Cl2O2S
Method: DFT, the ωB97M-V functional and the def2-TZVPD basis

The geometry in ORCA input format:
```
! wB97M-V def2-TZVPD RIJCOSX def2/J DEFGRID3
* xyz 0 1
C 0.270 -1.087 0.341
C -0.591 0.725 1.472
O -1.038 0.401 -1.448
O 0.326 -1.511 -2.291
S 0.127 -0.439 -1.299
Cl -0.752 0.779 3.095
Cl 1.822 1.008 -1.491
H 1.203 -1.263 0.724
H -1.368 1.387 0.895
*
```

## Properties
Molecular weight ... 161.0 g mol⁻¹
LUMO (spin up / spin down) ... -2.734 / -2.804 eV


--- 2 ---
Molecular formula: C2H2Cl2O2S
Method: DFT, the ωB97M-V functional and the def2-TZVPD basis

The geometry in ORCA input format:
```
! wB97M-V def2-TZVPD RIJCOSX def2/J DEFGRID3
* xyz 0 1
C -0.790 0.028 0.168
C 0.405 -0.394 -0.587
O -3.693 -0.520 0.290
O -0.725 0.547 1.384
S -2.608 -0.385 -0.656
Cl 0.878 -1.972 0.269
Cl 1.796 0.854 -0.634
H 0.163 -0.651 -1.593
H 0.126 0.490 1.787
*
```

## Properties
Molecular weight ... 161.0 g mol⁻¹
LUMO (spin up / spin down) ... -0.662 / -1.162 eV


Of them, 1 has the lowest stability.


--- 1 ---
Molecular formula: C34H45GeN3O8PS4SeV
Method: DFT, the ωB97M-V functional and the def2-TZVPD basis

The geometry in ORCA input format:
```
! wB97M-V def2-TZVPD RIJCOSX def2/J DEFGRID3
* xyz -1 2
V -1.002 0.615 -0.820
C -2.093 1.958 -4.273
C -0.855 1.186 -3.965
N 0.083 1.725 -3.275
N 1.298 1.077 -3.338
C 1.846 0.591 -2.303
S 1.278 0.564 -0.652
S 3.457 -0.155 -2.500
C 2.990 -1.501 -3.640
C 3.006 -2.854 -2.973
C 2.483 -3.028 -1.693
C 2.433 -4.287 -1.122
C 2.908 -5.390 -1.821
C 3.444 -5.224 -3.090
C 3.495 -3.958 -3.660
C -0.761 -0.247 -4.364
C -0.516 -0.746 -5.628
C -0.352 -2.118 -5.807
C -0.444 -2.981 -4.723
C -0.711 -2.501 -3.448
C -0.862 -1.136 -3.285
O -1.096 -0.578 -2.077
H -2.061 2.934 -3.791
H -2.988 1.405 -3.981
H -2.149 2.103 -5.356
H 3.643 -1.479 -4.512
H 1.984 -1.268 -3.987
H 2.140 -2.175 -1.116
H 2.034 -4.392 -0.122
H 2.874 -6.374 -1.371
H 3.831 -6.076 -3.635
H 3.916 -3.828 -4.651
H -0.418 -0.068 -6.466
H -0.143 -2.509 -6.793
H -0.302 -4.044 -4.864
H -0.833 -3.152 -2.594
O -2.282 -2.614 4.218
C -2.103 -1.940 3.066
C -2.370 -2.498 1.826
C -2.183 -1.753 0.677
N -1.631 -0.528 0.748
C -1.415 0.023 1.958
C -1.690 -0.612 3.138
C -1.051 1.475 1.874
O -1.011 2.201 2.836
O -0.898 1.851 0.622
C -2.846 -2.229 -0.629
O -2.604 -3.376 -1.000
O -3.632 -1.364 -1.083
H -2.470 -3.537 4.021
H -2.759 -3.502 1.722
H -1.527 -0.105 4.077
C 3.340 -2.967 5.807
C 2.373 -2.512 4.728
C 1.179 -1.779 5.316
O 3.135 -1.693 3.839
P 2.584 -1.179 2.390
S 4.179 -0.768 1.323
S 1.191 -2.404 1.710
O 1.792 0.191 2.799
C 2.558 1.315 3.288
C 1.985 1.730 4.630
C 2.504 2.429 2.259
H 2.853 -3.677 6.478
H 3.680 -2.110 6.392
H 4.210 -3.444 5.358
H 2.013 -3.375 4.158
H 1.499 -0.870 5.825
H 0.677 -2.425 6.040
H 0.473 -1.517 4.530
H 3.599 0.997 3.406
H 0.916 1.923 4.537
H 2.476 2.642 4.975
H 2.147 0.951 5.376
H 1.472 2.734 2.076
H 2.950 2.091 1.326
H 3.062 3.295 2.623
C -3.043 6.453 -1.257
Ge -2.304 4.766 -0.560
C -0.520 4.532 -1.309
C -2.306 4.898 1.383
C -3.619 3.472 -1.289
Se -3.521 1.524 -1.213
C -4.246 1.305 0.566
H -2.381 7.285 -1.017
H -4.018 6.658 -0.815
H -3.157 6.411 -2.340
H 0.128 5.324 -0.931
H -0.539 4.598 -2.398
H -0.079 3.582 -1.028
H -1.688 5.753 1.660
H -1.886 4.016 1.863
H -3.314 5.076 1.759
H -3.678 3.698 -2.357
H -4.606 3.718 -0.885
H -3.623 1.814 1.299
H -4.279 0.232 0.734
H -5.251 1.723 0.570
*
```

## Properties
Molecular weight ... 985.5 g mol⁻¹
LUMO (spin up / spin down) ... 0.396 / 1.024 eV


--- 2 ---
Molecular formula: C34H45GeN3O8PS4SeV
Method: DFT, the ωB97M-V functional and the def2-TZVPD basis

The geometry in ORCA input format:
```
! wB97M-V def2-TZVPD RIJCOSX def2/J DEFGRID3
* xyz -1 2
V 1.130 -0.745 -1.905
C -0.336 -4.206 0.398
C -0.294 -3.104 -0.624
N 0.525 -2.099 -0.448
N 1.159 -2.171 0.792
C 2.088 -1.316 0.998
S 2.615 -0.085 -0.058
S 2.946 -1.412 2.554
C 3.102 -3.224 2.705
C 4.173 -3.768 1.805
C 5.426 -4.086 2.318
C 6.441 -4.531 1.485
C 6.216 -4.652 0.122
C 4.971 -4.333 -0.401
C 3.954 -3.905 0.436
C -1.195 -3.199 -1.776
C -2.226 -4.149 -1.831
C -3.098 -4.202 -2.901
C -2.986 -3.296 -3.945
C -1.999 -2.330 -3.924
C -1.126 -2.299 -2.848
O -0.155 -1.372 -2.828
H 0.677 -4.468 0.692
H -0.833 -5.089 0.020
H -0.849 -3.855 1.295
H 2.123 -3.647 2.495
H 3.342 -3.414 3.752
H 5.609 -3.977 3.381
H 7.410 -4.776 1.901
H 7.011 -4.985 -0.533
H 4.789 -4.391 -1.466
H 2.994 -3.644 0.009
H -2.389 -4.827 -1.010
H -3.906 -4.919 -2.892
H -3.697 -3.316 -4.759
H -1.909 -1.582 -4.699
O 4.885 2.245 -5.548
C 4.037 1.609 -4.710
C 2.859 2.205 -4.256
C 2.069 1.478 -3.389
N 2.429 0.260 -3.020
C 3.528 -0.343 -3.459
C 4.384 0.312 -4.317
C 3.608 -1.781 -2.967
O 4.561 -2.482 -3.239
O 2.554 -2.109 -2.296
C 0.775 1.910 -2.702
O 0.202 2.914 -3.056
O 0.466 1.076 -1.764
H 4.551 3.126 -5.746
H 2.552 3.198 -4.556
H 5.285 -0.165 -4.673
C -6.420 2.086 1.223
C -5.253 2.176 0.250
C -3.969 2.601 0.940
O -5.175 0.963 -0.507
P -4.319 -0.373 -0.216
S -5.184 -1.796 -1.260
S -2.375 -0.087 -0.445
O -4.680 -0.509 1.378
C -4.046 -1.364 2.341
C -2.922 -0.621 3.049
C -3.590 -2.706 1.789
H -6.591 3.055 1.697
H -6.208 1.345 1.992
H -7.326 1.787 0.697
H -5.493 2.929 -0.512
H -3.683 1.888 1.712
H -4.138 3.575 1.405
H -3.144 2.674 0.235
H -4.848 -1.555 3.067
H -2.113 -0.396 2.355
H -2.532 -1.229 3.868
H -3.294 0.316 3.467
H -2.791 -2.563 1.062
H -4.409 -3.223 1.293
H -3.218 -3.317 2.616
C 1.775 5.690 1.370
Ge -0.154 5.430 1.611
C -1.043 5.660 -0.111
C -0.816 6.767 2.897
C -0.551 3.632 2.309
Se 0.563 2.233 1.512
C 2.178 2.577 2.558
H 1.962 6.630 0.851
H 2.175 4.874 0.770
H 2.304 5.712 2.323
H -0.790 6.627 -0.545
H -2.124 5.603 0.002
H -0.731 4.882 -0.806
H -0.594 7.781 2.567
H -0.354 6.617 3.873
H -1.896 6.678 3.016
H -1.572 3.364 2.034
H -0.487 3.574 3.397
H 2.022 3.472 3.157
H 3.026 2.730 1.896
H 2.379 1.733 3.215
*
```

## Properties
Molecular weight ... 985.5 g mol⁻¹
LUMO (spin up / spin down) ... 0.885 / 1.171 eV


Of them, 1 has the lowest stability.